12
Properties=species:S:1:pos:R:3:forces:R:3 method="wB97M-V/def2-TZVPD" smiles="CC(=S)N(O)C=S" relative_energy_kcal_mol=101.4 lumo_ev=-1.60 gap_ev=7.53 total_charge=0
C -1.210 -0.892 0.601 -1.5360 0.4398 3.1389
C -0.183 0.358 0.800 -1.0504 -1.4471 -0.8431
S -0.044 1.551 2.048 -0.6584 -2.3835 -1.3571
N 0.690 0.414 -0.248 2.5066 1.5704 -0.2644
O 1.643 1.419 -0.074 0.5879 -0.2883 1.9690
C 0.795 -0.244 -1.573 -2.2005 2.8528 0.6798
S 1.140 0.471 -3.044 0.2436 -1.2672 2.6443
H -2.042 -0.799 1.521 2.5429 -0.4281 -2.2483
H -0.696 -1.950 0.661 -0.8843 2.3205 -0.1152
H -1.899 -0.820 -0.282 1.1571 0.1217 0.4461
H 1.739 1.500 1.031 -0.7977 -0.1491 -3.3665
H 0.066 -1.008 -1.440 0.0891 -1.3419 -0.6836

---

137
Properties=species:S:1:pos:R:3:forces:R:3 method="wB97M-V/def2-TZVPD" lumo_ev=0.01 gap_ev=8.66 total_charge=0
O 9.351 -1.686 15.450 -0.1583 -0.1159 0.2922
H 9.239 -1.911 16.373 0.0723 -0.0611 0.4777
H 9.004 -2.442 14.975 -0.2138 -0.1731 -0.2918
O 8.136 0.852 14.779 -0.4537 0.4520 0.0411
H 8.805 0.714 14.109 0.2691 -0.0633 -0.1759
H 8.313 0.180 15.438 0.1087 -0.2641 -0.0656
O 11.218 -0.599 13.861 -0.0265 0.5502 -0.4068
H 11.929 -1.240 13.840 0.4283 -0.3194 -0.1119
H 10.610 -0.935 14.519 -0.2413 -0.1402 0.2981
C 18.089 1.249 21.246 0.3493 0.2398 -0.7844
C 17.006 2.034 21.932 0.7226 0.9546 -0.6676
C 15.867 2.324 20.962 -0.6730 -0.5711 -0.1900
O 16.627 1.432 23.134 -0.7746 -0.2327 0.7028
H 17.784 0.203 21.219 0.0845 -0.1172 -0.5144
H 19.117 1.311 21.604 -0.2102 0.0593 0.8076
H 18.184 1.711 20.263 -0.1095 -0.6362 -0.4288
H 17.405 3.025 22.148 0.1701 0.2035 0.3802
H 15.457 1.462 20.436 0.0660 -0.6062 0.3021
H 16.189 2.919 20.108 0.1960 0.3810 0.5023
H 15.011 2.794 21.449 0.1294 0.2652 0.0970
H 17.158 0.646 23.279 -0.0014 0.0320 -0.0143
C 5.169 -0.411 19.385 0.7002 0.8234 -0.2358
C 6.272 -1.048 18.525 -1.0437 0.3258 0.4992
C 7.492 -1.259 19.371 0.1817 -0.6161 0.5359
O 5.775 -2.255 17.955 0.5055 -0.0580 -0.6921
H 4.315 -0.119 18.773 -0.0963 -0.2425 0.1159
H 5.598 0.501 19.799 -0.1712 0.2018 0.0244
H 4.874 -1.002 20.251 -0.0720 -0.4092 -0.1957
H 6.509 -0.362 17.711 -0.2136 -0.2673 -0.2960
H 8.391 -1.604 18.860 -0.0251 0.0763 -0.3516
H 7.210 -2.072 20.040 0.2398 -0.0339 0.4863
H 7.734 -0.371 19.954 0.0323 -0.0450 -0.0101
H 5.459 -2.825 18.660 -0.0303 0.0435 0.1786
C 15.616 -1.555 12.615 0.5987 0.8509 1.1034
C 14.799 -1.321 13.939 -0.0976 1.5963 -1.2552
C 14.149 0.094 14.098 1.0932 -0.4338 0.4700
O 13.718 -2.183 13.887 -1.5915 -1.4469 0.1723
H 16.692 -1.409 12.712 0.1230 0.0507 0.4999
H 15.364 -0.818 11.853 -0.5744 -0.4216 -0.1771
H 15.511 -2.595 12.306 -0.2986 0.1535 -0.2964
H 15.347 -1.534 14.857 0.5245 0.1786 -0.1075
H 14.984 0.766 14.294 -0.1824 0.3671 -0.1148
H 13.497 0.082 14.971 0.1902 -0.3208 0.2948
H 13.456 0.475 13.348 0.5273 -0.4152 -0.6289
H 14.057 -3.076 13.789 -0.2085 -0.1819 -0.0271
C 10.669 1.185 17.174 -0.0747 -0.1179 -0.5093
C 10.839 0.413 18.473 1.9529 -0.3861 -2.0484
C 12.310 0.249 18.902 -0.1441 -0.3361 -0.0552
O 10.081 1.016 19.405 -1.0576 1.8045 1.8534
H 9.593 1.216 17.004 0.0380 0.1447 -0.4473
H 11.155 0.696 16.330 -0.1775 -0.4356 -0.0433
H 11.033 2.210 17.096 0.0490 0.1544 0.8295
H 10.346 -0.543 18.296 0.6025 -0.8284 -0.2330
H 12.397 -0.291 19.845 -0.1607 -0.3407 0.0432
H 12.871 1.168 19.069 -0.4005 0.4300 -0.2497
H 12.866 -0.285 18.132 0.0177 -0.1796 0.0142
H 10.242 0.605 20.257 -0.3355 -0.4644 0.6856
C 12.110 -5.287 19.090 0.6139 -0.0527 1.4484
C 11.932 -3.849 18.631 0.2525 -1.7035 -2.5766
C 12.185 -3.779 17.080 1.2492 0.3599 0.5323
O 10.571 -3.588 18.731 -1.6816 1.2362 1.3786
H 11.367 -5.926 18.613 0.4677 -0.2321 -0.6544
H 11.884 -5.455 20.143 -0.2293 0.5947 0.3742
H 13.140 -5.643 19.060 -0.0695 -0.2015 -0.7848
H 12.557 -3.126 19.155 -0.3823 0.0380 0.1985
H 11.287 -3.697 16.468 -0.2246 -0.0202 0.4473
H 12.725 -4.655 16.721 0.2572 0.1083 -0.0070
H 12.765 -2.876 16.887 0.1578 -0.0870 -0.3933
H 10.155 -4.411 18.466 -0.4369 0.1107 -0.0116
C 7.625 2.101 22.233 0.3341 -0.1748 -0.0461
C 8.339 2.645 23.520 -1.7014 -1.0960 -1.5940
C 8.982 1.493 24.240 0.9686 0.3341 0.6874
O 9.312 3.547 23.129 0.8547 1.4437 0.0487
H 8.452 1.835 21.574 -0.0713 0.1593 -0.2671
H 6.951 2.772 21.701 0.3763 0.5012 0.1887
H 7.046 1.180 22.298 -0.0324 -0.1892 0.8032
H 7.652 3.243 24.119 -0.1623 -0.3926 0.2981
H 8.365 0.606 24.385 -0.2567 0.3818 0.3232
H 9.433 1.900 25.145 -0.4161 -0.3620 0.6156
H 9.875 1.183 23.698 -0.1670 -0.1819 -0.5804
H 10.164 3.121 23.014 -0.1109 -0.2436 -0.2932
C 14.346 -1.070 22.750 -0.1546 -0.1378 -1.4652
C 13.756 -2.287 21.975 0.4869 1.4900 0.7084
C 14.846 -3.281 21.634 -0.1755 0.5673 -0.1612
O 12.848 -2.913 22.802 -1.1329 -2.1669 1.7323
H 15.054 -0.559 22.098 0.1505 0.1227 0.1227
H 14.851 -1.354 23.673 -0.1245 -0.2083 -0.0644
H 13.564 -0.341 22.962 -0.1178 -0.0185 0.1705
H 13.124 -1.985 21.139 0.7537 0.4996 -0.7529
H 15.584 -2.796 20.995 -0.0119 -0.0810 -0.1490
H 14.434 -4.153 21.126 0.1427 -0.1033 0.1637
H 15.350 -3.529 22.568 -0.0577 -0.3819 -0.0627
H 12.150 -2.337 23.121 0.3456 0.3852 -0.1032
C 11.834 4.079 14.798 0.5851 0.2130 -0.0641
C 12.538 4.999 15.731 -0.3402 0.9564 1.2522
C 12.156 6.474 15.493 0.3831 -0.4209 0.9169
O 12.112 4.717 17.101 0.0136 -0.7969 -0.6100
H 12.282 4.296 13.828 -0.4343 -0.0817 -0.3267
H 10.786 4.377 14.847 -0.1376 -0.6899 -0.3086
H 12.068 3.038 15.024 -0.5235 -0.0436 0.0285
H 13.617 4.841 15.724 0.2118 0.1926 -0.4197
H 12.423 6.908 14.529 0.2241 -0.0840 0.1343
H 12.626 6.953 16.352 0.3022 0.7494 -0.4152
H 11.097 6.636 15.691 -0.1544 -0.3563 -0.2932
H 12.770 5.020 17.731 -0.1117 0.3341 0.1351
C 15.438 2.266 16.939 1.6302 -0.3617 0.1402
O 16.268 1.504 16.477 0.6686 -0.3904 -0.1789
N 15.750 3.292 17.751 1.4551 0.9793 0.6991
N 14.154 2.155 16.767 -2.7798 -0.3148 -0.6400
H 15.088 3.995 18.047 0.4399 -0.1910 0.0439
H 16.742 3.350 17.934 -0.3311 0.5400 0.1015
H 13.850 1.475 16.085 -0.3265 0.4346 0.1932
H 13.610 2.943 17.090 -0.8509 -0.5279 -0.4123
C 10.102 -1.446 22.182 -1.0068 -1.1369 -1.2134
O 10.193 -0.360 21.734 1.2927 4.2614 -2.9229
N 10.124 -2.621 21.592 1.1993 -2.4938 -4.5012
N 9.647 -1.637 23.336 -1.8505 -1.3575 8.9508
H 10.131 -2.579 20.583 0.4631 -0.4335 -0.1644
H 10.466 -3.482 21.992 -0.0932 0.3728 0.0478
H 9.710 -2.581 23.688 -0.5813 0.2419 0.1272
H 9.300 -0.973 24.013 0.6464 0.3154 -0.5290
C 12.089 3.963 21.627 0.8249 3.6173 -3.6536
O 11.987 4.569 20.529 -0.3185 -0.8728 1.8120
N 12.499 4.556 22.751 0.4025 1.2904 1.6649
N 11.936 2.685 21.757 -0.5035 -4.2473 0.3563
H 12.695 3.986 23.562 -0.2337 0.4490 -0.0013
H 12.273 5.531 22.884 0.2415 -0.2291 -0.0455
H 12.277 2.249 22.602 -0.1486 -0.2455 -0.3048
H 11.809 2.097 20.947 -0.0193 0.2040 0.0283
C 7.457 3.238 18.874 -0.5276 0.2012 -0.2425
O 6.587 4.056 18.833 -1.7861 2.4008 0.1068
N 7.245 2.013 18.406 -0.1746 -2.8100 -0.8222
N 8.659 3.372 19.381 2.2887 0.9138 0.8865
H 6.457 1.854 17.794 0.3508 0.0957 0.1632
H 8.052 1.406 18.415 -0.4974 -0.2986 -0.3750
H 9.289 2.592 19.257 0.3711 0.5526 0.3382
H 9.004 4.279 19.664 -0.1124 -0.2876 -0.0386

---

41
Properties=species:S:1:pos:R:3:forces:R:3 method="wB97M-V/def2-TZVPD" s2=20.020 relative_energy_kcal_mol=0.0 lumo_ev="0.60 / -2.62" spin_multiplicity=9 gap_ev="2.51 / 7.09" total_charge=0
Fe -0.422 1.159 0.445 0.9219 -0.2967 0.2683
O -0.929 2.701 1.245 0.0590 -0.3909 -0.4414
H -1.411 3.495 1.472 -0.0355 -0.2446 -0.1220
O -0.971 -0.557 0.320 -0.2253 0.5797 -0.2469
H -0.863 -1.441 0.699 -0.0852 0.0923 0.0303
C 1.261 0.519 3.436 0.3611 0.3310 -0.5711
O 0.778 0.713 2.255 -0.1969 -0.2131 0.1034
N 1.006 -0.779 4.066 0.3144 -0.3429 -0.1709
C 1.603 -0.988 5.324 -0.2402 -0.4946 1.6487
C 0.328 -1.866 3.422 -0.0171 0.4590 -0.3458
H 1.686 1.238 4.119 -0.1520 0.2315 -0.0450
H 1.640 -0.095 5.952 0.0822 0.3467 -0.4877
H 2.615 -1.410 5.288 0.0819 0.1505 -0.4894
H 1.025 -1.700 5.920 -0.0918 -0.1632 -0.3148
H 0.402 -1.774 2.338 -0.0453 0.1978 0.0522
H 0.774 -2.819 3.699 -0.2429 -0.0216 0.3309
H -0.736 -1.764 3.687 0.0134 -0.4258 -0.0435
C -1.711 0.889 -2.534 -0.3425 -0.1726 -0.2697
O -1.122 1.451 -1.618 0.1200 0.2937 0.4066
N -2.880 1.291 -3.048 0.2371 0.4893 -0.6060
C -3.370 0.648 -4.247 -0.1943 -0.4062 -0.3012
C -3.356 2.636 -2.808 -0.1439 0.6641 0.6874
H -1.331 0.011 -3.071 0.2086 -0.1949 0.4824
H -3.072 1.164 -5.165 0.0465 0.2063 0.1351
H -4.458 0.601 -4.228 -0.0052 -0.0175 0.0760
H -2.987 -0.369 -4.312 -0.0428 -0.0119 0.0990
H -3.343 3.263 -3.703 0.1753 -0.3122 -0.1921
H -4.375 2.679 -2.418 0.0044 -0.3440 0.0027
H -2.703 3.099 -2.070 -0.0409 -0.0269 0.0077
C 1.964 0.494 -1.355 0.0520 -1.0186 -0.5849
O 1.495 1.281 -0.523 -0.3703 0.2595 0.5555
N 2.282 -0.785 -1.188 0.0328 -0.2513 -0.8440
C 2.506 -1.617 -2.380 1.7272 -0.2353 1.2519
C 2.178 -1.505 0.055 -0.7478 0.3886 0.8149
H 2.227 0.750 -2.390 -0.3597 0.7517 0.1274
H 3.527 -1.971 -2.192 -0.0898 -0.4827 -0.5179
H 2.540 -1.086 -3.325 -0.4999 0.2296 0.0761
H 1.845 -2.480 -2.359 -0.2955 0.1396 -0.2300
H 2.817 -2.368 0.237 0.5412 0.2423 -0.8784
H 2.382 -0.783 0.847 -0.4091 -0.1343 0.1847
H 1.162 -1.927 0.107 -0.1051 0.1487 0.3615

---

53
Properties=species:S:1:pos:R:3:forces:R:3 method="wB97M-V/def2-TZVPD" s2=2.006 relative_energy_kcal_mol=8.6 lumo_ev="-2.66 / -2.73" spin_multiplicity=3 gap_ev="6.89 / 7.46" total_charge=+1
Ti 0.253 0.213 0.926 -0.0960 0.0492 0.0873
C -1.543 -2.283 0.161 -0.0138 -0.0395 -0.0435
N -1.149 -1.414 1.247 -0.0145 0.0223 0.0740
C -1.227 -1.809 2.484 0.0107 0.0691 -0.1336
C -0.499 -1.097 3.463 -0.0877 -0.0886 0.1042
C -0.503 -1.140 4.861 0.0536 -0.0304 -0.0599
C 0.440 -0.204 5.276 -0.0193 0.0846 0.0213
C 0.969 0.372 4.115 0.0395 -0.0926 -0.0057
N 0.421 -0.165 3.013 0.0315 0.0260 0.0183
C -0.351 -2.492 -0.752 0.0247 -0.0140 -0.0375
C -0.524 -2.992 -2.039 -0.0144 0.0056 0.0057
C 0.563 -3.189 -2.873 0.0345 0.0049 -0.0112
C 1.847 -2.866 -2.446 -0.0229 -0.0170 -0.0340
C 2.035 -2.365 -1.170 0.0093 0.0319 0.0658
C 0.942 -2.184 -0.326 -0.0694 0.0107 -0.0082
H -2.351 -1.825 -0.419 0.0017 0.0114 0.0021
H -1.911 -3.250 0.520 -0.0068 0.0117 0.0395
H -1.799 -2.698 2.752 0.0077 -0.0085 0.0186
H -1.115 -1.775 5.482 0.0011 -0.0088 -0.0058
H 0.721 0.031 6.289 0.0002 0.0160 -0.0067
H 1.742 1.124 4.044 0.0039 0.0027 0.0053
H -1.521 -3.237 -2.389 -0.0017 0.0030 0.0149
H 0.410 -3.591 -3.866 0.0043 -0.0001 -0.0005
H 2.694 -3.020 -3.101 -0.0003 0.0007 -0.0007
H 3.032 -2.135 -0.817 -0.0028 0.0044 0.0052
H 1.112 -1.911 0.720 0.0881 -0.0611 -0.0324
O 1.807 1.720 0.576 -0.0421 0.0285 0.0216
C 1.620 3.051 1.084 0.0069 -0.0001 -0.0464
C 0.248 3.204 1.692 -0.0663 0.0370 -0.0491
C -0.110 4.401 2.293 0.0352 0.0387 0.0404
C -1.364 4.515 2.864 -0.0172 -0.0084 -0.0030
C -2.224 3.426 2.822 0.0188 0.0483 0.0095
C -1.791 2.274 2.203 -0.0216 -0.1394 -0.0381
N -0.582 2.161 1.634 0.1076 0.0813 0.0022
H 2.144 1.750 -0.330 0.0191 -0.0204 0.0125
H 1.754 3.775 0.279 -0.0110 -0.0135 -0.0196
H 2.384 3.243 1.839 -0.0005 -0.0128 0.0130
H 0.587 5.228 2.323 0.0192 -0.0223 -0.0096
H -1.663 5.438 3.341 -0.0092 -0.0064 0.0023
H -3.207 3.468 3.268 -0.0051 -0.0190 -0.0069
H -2.414 1.388 2.159 -0.0069 0.0060 0.0113
Br 2.373 1.117 -2.810 -0.0211 -0.0176 -0.0077
C 0.959 0.280 -3.763 0.0505 0.0684 0.1052
C 1.307 -0.345 -4.950 -0.0118 -0.0458 -0.0695
C 0.331 -0.957 -5.721 0.0017 0.0257 0.0400
C -0.991 -0.948 -5.303 0.0371 0.0135 0.0127
C -1.333 -0.326 -4.114 -0.1043 0.0146 0.0592
C -0.362 0.291 -3.337 0.0599 -0.0767 -0.1249
I -0.983 1.257 -1.597 -0.0045 0.0356 -0.0217
H 2.339 -0.342 -5.269 -0.0010 -0.0012 -0.0026
H 0.608 -1.436 -6.651 0.0080 0.0006 0.0007
H -1.759 -1.418 -5.901 -0.0044 0.0001 0.0028
H -2.364 -0.313 -3.785 0.0018 -0.0082 -0.0171

---

Calculated values (eV Å⁻¹) of max |F| for the records, taken in order: 3.7; 9.2; 2.1; 0.2.